This record from OMol25 describes a structure of composition C29H52N10OTi at a distorted geometry. The level of theory is ωB97M-V/def2-TZVPD.

Each line ends with the Löwdin spin population.
Geometry (Å):
Ti: -0.26796 -0.25755 -0.01040  1.76
C: 0.73432 -5.25179 1.16655  0.00
N: -0.51386 -4.60820 0.75463  0.00
C: -1.56047 -5.46991 0.19194  0.00
C: -2.61824 -4.47504 -0.26084  0.00
N: -1.85187 -3.23598 -0.35455  0.00
C: -2.60085 -2.01159 -0.53460  0.01
C: -0.72064 -3.31205 0.42175  0.00
N: -0.03102 -2.23666 0.72044  0.01
C: 1.21087 -2.33368 1.49843  0.01
C: 1.64617 -0.94062 1.92325  0.01
N: 1.79488 -0.06906 0.74020  0.02
C: 2.92414 0.56889 0.48282  0.02
N: 3.02457 1.43765 -0.59362  0.01
C: 2.44032 1.19432 -1.90458  0.00
C: 4.33863 2.07414 -0.64897  0.00
C: 5.01867 1.62877 0.63216  0.00
N: 4.09793 0.63462 1.18172  0.01
C: 4.58368 -0.07377 2.36314  0.00
H: 0.66286 -6.30333 0.89659  0.00
H: 0.89428 -5.19876 2.24073  0.00
H: 1.59678 -4.84155 0.64833  0.00
H: -1.93383 -6.15891 0.94576  0.00
H: -1.16186 -6.05194 -0.64097  0.00
H: -3.42542 -4.37397 0.47039  0.00
H: -3.05499 -4.73611 -1.22224  0.00
H: -3.12956 -2.04527 -1.48492  0.00
H: -1.92351 -1.17366 -0.56612  0.01
H: -3.32470 -1.84592 0.26316  0.00
H: 2.02198 -2.74773 0.89358  0.00
H: 1.09866 -2.95280 2.38999  0.00
H: 2.52922 -1.04621 2.52286  0.00
H: 0.88490 -0.51433 2.58188  0.00
H: 1.54340 0.61042 -1.83241  0.00
H: 3.15521 0.67194 -2.54961  0.00
H: 2.19452 2.14592 -2.37790  0.00
H: 4.23756 3.15526 -0.71247  0.00
H: 4.88295 1.73690 -1.53289  0.00
H: 5.15706 2.44743 1.33871  0.00
H: 5.99045 1.17618 0.44776  0.00
H: 5.63010 0.19610 2.48398  0.00
H: 4.54790 -1.15215 2.23894  0.00
H: 4.06851 0.21743 3.27758  0.00
C: 1.25472 -2.47859 -3.67707  0.00
C: -0.20619 -2.23455 -4.06298  0.00
C: -0.52602 -1.00172 -3.24769  0.00
O: 0.17384 -1.20413 -1.99152  0.02
C: 1.24907 -2.16762 -2.18991  0.00
H: 1.90739 -1.78964 -4.21633  0.00
H: 1.59165 -3.49475 -3.87479  0.00
H: -0.83187 -3.07063 -3.74410  0.00
H: -0.35432 -2.07239 -5.12934  0.00
H: -1.58210 -0.86657 -3.03505  0.00
H: -0.13809 -0.10254 -3.72744  0.00
H: 1.01746 -3.04891 -1.59450  0.00
H: 2.17502 -1.72795 -1.82707  0.00
N: -1.50919 0.21672 1.83998  0.02
C: -2.96718 0.33068 1.84865  0.00
C: -3.68525 -0.15266 2.93255  0.00
C: -5.07251 -0.07851 2.93979  0.00
C: -5.74647 0.49690 1.87242  0.00
C: -5.02446 0.99191 0.79401  0.00
C: -3.63857 0.90341 0.77820  0.00
H: -1.26172 -0.38323 2.61569  0.00
H: -1.12391 1.13705 2.06228  0.00
H: -3.16304 -0.59544 3.77565  0.00
H: -5.62469 -0.46270 3.78887  0.00
H: -6.82742 0.56337 1.88294  0.00
H: -5.54221 1.44546 -0.04312  0.00
H: -3.07423 1.28336 -0.06223  0.00
C: 0.63637 4.88478 1.76448  0.00
C: 1.22924 3.50774 1.95754  0.00
N: 0.41544 2.52317 1.23941  0.01
C: -0.17860 2.78821 0.02541  0.01
N: -0.64782 1.74353 -0.65683  0.02
C: -1.30638 2.07135 -1.92855  0.01
C: -2.08787 3.36787 -1.85034  0.00
C: -1.12496 4.47407 -1.49517  0.00
N: -0.29661 4.07385 -0.35509  0.00
C: 0.49500 5.13277 0.27972  0.00
H: 1.27933 5.64272 2.20998  0.00
H: -0.34132 4.94068 2.24795  0.00
H: 1.23778 3.23414 3.01038  0.00
H: 2.26355 3.48760 1.59605  0.00
H: 0.80947 1.57584 1.21896  0.01
H: -1.97097 1.24911 -2.19131  0.00
H: -0.56476 2.14697 -2.73204  0.00
H: -2.85815 3.28743 -1.07986  0.00
H: -2.57673 3.58928 -2.79832  0.00
H: -1.66210 5.37805 -1.21213  0.00
H: -0.48896 4.72260 -2.34780  0.00
H: -0.00587 6.07859 0.08732  0.00
H: 1.48345 5.18586 -0.18787  0.00

Summary:
Net charge   +2
ΔE to the lowest compared entry with this formula, charge and spin   0.0 kJ/mol
Frontier orbital gap (alpha / beta)   7.32 / 9.70 eV
Lowest unoccupied orbital energy (alpha / beta)   -0.146 / -0.146 Eh
Multiplicity   3

This record from OMol25 describes a structure of composition C7H7O6STi at a distorted geometry. The level of theory is ωB97M-V/def2-TZVPD.

Each line ends with the Löwdin charge.
Geometry (Å):
O: -0.27038 5.53434 -1.28688  0.05
C: -0.23117 4.59359 -0.63490  -0.01
Ti: -0.08442 -0.34494 -1.41833  0.98
C: -0.18162 -2.53204 -1.49409  -0.01
O: -0.24961 -3.68314 -1.43598  0.25
C: -0.08769 -2.61366 -4.40472  0.06
O: -0.32622 -2.18990 -5.43021  0.13
C: 1.94783 -0.09467 -1.83476  0.07
O: 3.06438 0.17400 -1.70966  0.31
C: -2.17822 -0.13752 -1.59410  0.07
O: -3.27457 0.10039 -1.31294  0.30
H: -0.10625 1.20246 -1.17380  0.06
C: -0.27962 1.28569 2.47985  -0.17
S: 0.92389 0.26176 1.64873  1.13
C: 0.74096 -1.20717 2.66098  -0.16
O: 0.00462 -0.33548 0.46078  -0.63
H: 0.14015 1.58855 3.44028  0.11
H: -1.20924 0.72385 2.62428  0.10
H: -0.46494 2.18072 1.87883  0.08
H: -0.31595 -1.40673 2.78087  0.09
H: 1.21377 -2.03398 2.14464  0.08
H: 1.22429 -1.06612 3.61112  0.10

Summary:
Net charge   +3
Frontier orbital gap   4.88 eV
Lowest unoccupied orbital energy   -0.599 Eh

This record from OMol25 describes an isolated molecule of C8H15NOS2 at a distorted geometry. The level of theory is ωB97M-V/def2-TZVPD.

Each line ends with the Löwdin charge.
Geometry (Å):
C: -1.67988 2.00264 1.21154  -0.12
C: -2.36413 1.06393 0.20717  -0.60
C: -2.20088 1.54301 -1.23313  -0.11
C: -0.05117 -0.57980 0.16430  -0.35
C: 0.51038 -2.00622 0.08154  -0.26
C: 1.89437 -2.07658 -0.48846  -0.21
C: 2.99698 -1.38673 0.30957  -0.17
C: 2.65609 1.15644 -0.00886  -0.79
H: -0.62390 2.23554 0.93357  0.05
H: -1.60440 1.51638 2.23440  0.09
H: -2.26723 2.92246 1.31974  0.08
H: -3.41830 1.03289 0.47805  0.11
H: -2.70963 0.84792 -1.94196  0.08
H: -2.65103 2.57226 -1.31007  0.10
H: -1.10764 1.62739 -1.48745  0.08
H: 0.14151 -0.03718 -0.80952  0.11
H: 0.37080 -0.03853 1.00487  0.08
H: -0.19963 -2.59261 -0.54940  0.12
H: 0.50559 -2.46194 1.08092  0.12
H: 1.86174 -1.62944 -1.51953  0.14
H: 2.20903 -3.11336 -0.56486  0.11
H: 2.86758 -1.63106 1.39146  0.14
H: 3.98615 -1.66556 -0.02749  0.12
N: 2.96411 0.05306 0.24062  0.06
O: -2.43778 -1.36223 -0.79116  -0.53
S: -1.86587 -0.64824 0.41028  0.93
S: 2.21718 2.65555 -0.33614  0.63

Summary:
Net charge   0
ΔE to the lowest compared entry with this formula, charge and spin   198.7 kJ/mol
Frontier orbital gap   9.37 eV
Lowest unoccupied orbital energy   0.022 Eh

This record from OMol25 describes an isolated molecule of C4H8N2O at a distorted geometry. The level of theory is ωB97M-V/def2-TZVPD.

Each line ends with the Löwdin charge.
Geometry (Å):
C: -0.81255 0.01356 -0.02378  -0.68
C: 1.62946 0.25435 -0.00368  -0.10
N: -1.70263 0.76072 -0.86737  0.09
N: -1.39414 -0.27282 1.26011  0.09
C: 0.46522 0.80212 0.17477  -0.04
C: 2.79910 -0.29785 -0.08955  0.02
O: -0.47837 -1.25560 -0.67429  -0.03
H: 0.01938 -1.80723 -0.06084  0.08
H: -2.26240 -0.78672 1.15778  0.08
H: -1.48428 0.56557 1.81891  0.08
H: -2.51176 0.19655 -1.10663  0.08
H: -1.23860 1.02024 -1.72986  0.08
H: 0.33601 1.85144 0.39139  0.11
H: 3.32193 -0.37451 -1.02957  0.06
H: 3.31362 -0.66981 0.78262  0.06

Summary:
Net charge   0
ΔE to the lowest compared entry with this formula, charge and spin   244.7 kJ/mol
Frontier orbital gap   10.55 eV
Lowest unoccupied orbital energy   0.035 Eh

| no. | electronic energy (Eh) |
| --- | --- |
| 1 | -2608.13284 |
| 2 | -1968.67199 |
| 3 | -1240.15984 |
| 4 | -341.91044 |